The following is a quantum chemistry calculation of a structure of composition C43H55Br4CoO2P2Si, from the OMol25 dataset.

Element x y z (Å)
Co: -0.12231 0.55270 0.08680
C: 2.62678 -1.52777 1.86422
Si: 1.19434 -1.24507 0.58789
C: 1.78080 -2.08275 -1.03125
C: 2.82870 -2.99708 -1.08089
C: 3.31047 -3.48438 -2.27990
C: 2.76675 -3.02749 -3.47046
C: 1.75247 -2.08855 -3.44772
C: 1.24738 -1.61995 -2.23989
P: -0.15466 -0.43575 -2.18618
C: -1.51345 -1.63538 -2.73485
C: -1.80172 -2.57756 -1.56457
C: -3.06184 -3.39297 -1.83068
C: -2.88362 -4.24684 -3.07948
C: -2.52172 -3.35788 -4.26541
C: -1.28673 -2.50761 -3.96918
C: 0.32389 0.75373 -3.58579
C: -0.04006 2.17488 -3.14130
C: -1.52487 2.44086 -3.32943
C: -1.90389 2.31568 -4.79864
C: -1.58091 0.90710 -5.28294
C: -0.10870 0.58606 -5.04557
C: -0.12510 -2.48878 1.27822
C: 0.16335 -3.84180 1.39539
C: -0.64677 -4.69453 2.12232
C: -1.75796 -4.18693 2.76932
C: -2.09226 -2.85622 2.61834
C: -1.30813 -2.00560 1.84668
P: -1.73683 -0.23153 1.61529
C: -1.78596 0.28580 3.43266
C: -3.02531 -0.04378 4.28641
C: -3.89333 1.18237 4.53582
C: -3.12972 2.23279 5.34578
C: -1.63790 2.25165 4.98680
C: -1.41163 1.76918 3.55913
C: -3.45632 -0.24163 0.84183
C: -3.96267 1.20050 0.67913
C: -5.42909 1.23646 0.23011
C: -5.76307 0.00926 -0.60803
C: -5.67087 -1.25558 0.25274
C: -4.59303 -1.12976 1.34259
H: 2.51895 -2.47515 2.38369
H: 2.64237 -0.74030 2.60631
H: 3.59089 -1.51322 1.36947
H: 3.26844 -3.34449 -0.15796
H: 4.11506 -4.20913 -2.29712
H: 3.13167 -3.40076 -4.41634
H: 1.36535 -1.71583 -4.38434
H: -2.39732 -1.00406 -2.89187
H: -1.91467 -2.01392 -0.63810
H: -0.95323 -3.25298 -1.42049
H: -3.90723 -2.71911 -1.98083
H: -3.28518 -4.02277 -0.96893
H: -3.80165 -4.80087 -3.29727
H: -2.08540 -4.97466 -2.91406
H: -3.36831 -2.70811 -4.50133
H: -2.32451 -3.97499 -5.14656
H: -1.06968 -1.90736 -4.84808
H: -0.43995 -3.17092 -3.78454
H: 1.42084 0.66685 -3.54760
H: 0.54415 2.89713 -3.71804
H: 0.21848 2.30774 -2.08845
H: -1.78611 3.43035 -2.95759
H: -2.07741 1.70926 -2.73314
H: -1.34040 3.04640 -5.38792
H: -2.96686 2.52687 -4.94497
H: -1.80500 0.81443 -6.35016
H: -2.20279 0.19651 -4.74004
H: 0.49300 1.29138 -5.63120
H: 0.12714 -0.41125 -5.42269
H: 1.04923 -4.23019 0.91200
H: -0.39902 -5.74308 2.21581
H: -2.37100 -4.82395 3.39141
H: -2.95368 -2.48229 3.14401
H: -0.93961 -0.29254 3.83310
H: -2.69285 -0.43830 5.25173
H: -3.63019 -0.81513 3.81843
H: -4.80091 0.88801 5.07208
H: -4.20116 1.60309 3.57739
H: -3.23951 2.02290 6.41276
H: -3.57218 3.21301 5.15836
H: -1.07962 1.60085 5.66366
H: -1.24360 3.26129 5.11027
H: -0.36130 1.88190 3.29024
H: -1.99594 2.37735 2.86653
H: -3.20139 -0.59951 -0.16427
H: -3.33058 1.70724 -0.05175
H: -3.87002 1.75349 1.61419
H: -5.60582 2.14912 -0.34009
H: -6.09746 1.25883 1.09546
H: -5.06430 -0.05379 -1.44296
H: -6.76479 0.09451 -1.03156
H: -5.45793 -2.11762 -0.38355
H: -6.63124 -1.44855 0.73934
H: -4.24480 -2.13025 1.59555
H: -5.04045 -0.68030 2.22801
Br: -2.01563 7.16802 1.86190
C: -1.05490 5.55127 1.58994
C: 0.09138 5.29111 2.32742
Br: 0.70453 6.53199 3.62140
C: 0.78648 4.10409 2.11770
Br: 2.34631 3.68449 3.11424
C: 0.34655 3.13956 1.21233
O: 0.93636 2.02505 1.00096
C: -0.89053 3.37687 0.48543
O: -1.32932 2.45044 -0.26166
C: -1.51911 4.61181 0.67595
Br: -3.07422 4.93657 -0.36860

largest force on an atom	2.068	eV/Å
frontier orbital gap (spin up / spin down)	5.9012 / 6.0212	eV
E_tot	-14473.1910	Eh
HOMO energy (spin up / spin down)	-3.59 / -3.71	eV
2S+1	2
net charge	-1

=====

The following is a quantum chemistry calculation of a structure of composition C6H10ClNa4O10, from the OMol25 dataset.

Element x y z (Å)
Na: 2.21330 -3.44204 0.73021
Na: 4.51970 -4.14428 -5.29955
Na: 3.20201 3.24536 -6.13154
Na: 8.71555 3.86193 -2.20144
Cl: 3.58744 0.73998 -1.59287
O: 4.82007 1.33923 -1.95838
O: 3.53611 0.42241 -0.16639
O: 2.52044 1.63061 -1.99888
O: 3.45484 -0.48855 -2.34698
C: 0.10019 2.74454 3.84340
C: -1.28414 2.74218 3.14167
O: -1.60321 4.13804 3.31665
C: -0.88990 4.65105 4.30700
O: -1.12795 5.72352 4.88715
O: -0.11564 3.65265 4.80951
H: 0.85372 3.07070 3.12652
H: 0.29431 1.79303 4.33842
H: -2.09806 2.15155 3.56214
H: -1.26203 2.38603 2.11173
C: -2.87908 -4.96005 -0.10493
O: -3.22944 -3.86711 -0.94516
C: -2.48001 -2.77472 -1.04541
O: -1.43674 -2.60480 -0.40149
O: -2.94744 -2.07910 -2.03753
C: -2.20498 -1.20360 -2.88625
H: -3.53366 -5.00524 0.76546
H: -1.83900 -4.96727 0.22111
H: -2.97738 -5.86509 -0.70438
H: -1.79866 -0.37460 -2.30680
H: -2.76811 -0.79628 -3.72594
H: -1.34227 -1.72008 -3.30705

largest force on an atom	5.061	eV/Å
frontier orbital gap	5.1762	eV
E_tot	-2095.2775	Eh
HOMO energy	-14.31	eV
net charge	+3

=====

The following is a quantum chemistry calculation of a structure of composition C33H29N2PPtS4, from the OMol25 dataset.

Element x y z (Å)
Pt: 0.21131 -0.14441 0.26457
C: -1.86607 2.36883 2.23782
C: -0.72788 3.33483 2.40768
C: -0.98982 4.64965 2.77241
C: 0.03836 5.55933 2.96262
C: 1.35473 5.16862 2.78209
C: 1.64194 3.86526 2.40818
C: 0.60970 2.94537 2.23872
P: 0.95750 1.20726 1.84647
C: 2.75308 1.21973 1.46494
C: 3.01812 1.99435 0.33029
C: 4.29737 2.13909 -0.16390
C: 5.34386 1.49696 0.48248
C: 5.09017 0.72689 1.60181
C: 3.80189 0.56214 2.11552
C: 3.64209 -0.32852 3.32006
C: 0.56970 0.32322 3.36456
C: 0.92742 0.72970 4.64976
C: 0.66408 -0.10213 5.71888
C: 0.03276 -1.32921 5.49976
C: -0.38785 -1.69028 4.23373
C: -0.16570 -0.83332 3.15277
C: -0.79296 -1.03018 1.80720
H: -2.79421 2.90242 2.03895
H: -2.00291 1.77134 3.14347
H: -1.69397 1.67887 1.40958
H: -2.01817 4.96329 2.90402
H: -0.19098 6.57795 3.24761
H: 2.16161 5.87488 2.92490
H: 2.66902 3.56421 2.26428
H: 2.20730 2.49275 -0.18543
H: 4.45898 2.72381 -1.05941
H: 6.35408 1.57904 0.10271
H: 5.90880 0.21681 2.09520
H: 4.57314 -0.86286 3.50331
H: 2.85068 -1.06594 3.18477
H: 3.40306 0.23908 4.21846
H: 1.44767 1.66919 4.79908
H: 0.96185 0.18534 6.71817
H: -0.16096 -1.98828 6.33623
H: -0.93289 -2.61375 4.08094
H: -1.78454 -0.55598 1.84756
H: -0.96415 -2.09136 1.60274
S: -0.99214 -1.90611 -1.02085
S: -2.07498 -1.89754 -2.57145
S: -2.04996 -0.44125 -3.74070
S: 0.91698 1.19440 -2.68100
C: 5.07721 -1.76923 -2.01078
C: 4.77024 -0.66990 -2.79934
C: 3.57902 0.01676 -2.62989
C: 2.65226 -0.39307 -1.66251
C: 2.95732 -1.52095 -0.89347
C: 4.15513 -2.19186 -1.06215
N: 1.46577 0.30652 -1.42192
N: 1.66257 2.70922 -2.74009
C: 0.55082 3.28123 -2.15272
C: 0.13077 4.57778 -1.83942
C: -1.14357 4.69791 -1.29643
C: -2.00981 3.61593 -1.10180
C: -1.60721 2.32191 -1.44693
C: -0.32125 2.20669 -1.90239
H: 6.01457 -2.29346 -2.13860
H: 5.47314 -0.32953 -3.54941
H: 3.37812 0.89603 -3.23144
H: 2.23658 -1.86652 -0.15871
H: 4.36779 -3.05953 -0.44990
H: 0.75636 5.44226 -2.01429
H: -1.49714 5.68669 -1.02674
H: -3.00013 3.78367 -0.70180
H: -2.28022 1.47930 -1.34483

largest force on an atom	1.575	eV/Å
frontier orbital gap (spin up / spin down)	4.1311 / 4.1322	eV
E_tot	-3437.7670	Eh
HOMO energy (spin up / spin down)	-6.82 / -6.83	eV
net charge	0

=====

The following is a quantum chemistry calculation of a cluster of 8 separate species, C21H38O18 in total, from the OMol25 dataset.

Element x y z (Å)
C: 1.42315 1.58527 -1.58095
C: 2.49816 2.61714 -1.22744
C: 3.91904 2.31357 -1.72375
O: 3.95963 2.98752 -2.96946
C: 2.85306 3.74924 -3.14675
O: 2.61460 4.37676 -4.18003
O: 1.99619 3.59971 -2.12963
H: 1.60591 1.32294 -2.62300
H: 0.40150 1.91881 -1.39905
H: 1.70534 0.63647 -1.12461
H: 2.47196 2.90653 -0.17688
H: 4.27280 1.29196 -1.86265
H: 4.66889 2.70452 -1.03601
C: 3.83695 -1.17470 3.32937
C: 4.17771 0.29466 3.21678
C: 4.63319 0.80809 1.92242
O: 3.81250 1.95858 1.67065
C: 2.78913 1.94387 2.50608
O: 1.81727 2.71894 2.47322
O: 2.89217 0.89136 3.31033
H: 3.48234 -1.64605 4.24599
H: 4.72577 -1.69161 2.96757
H: 3.02456 -1.42965 2.64884
H: 4.73611 0.63035 4.09062
H: 4.52469 0.08809 1.11130
H: 5.69207 1.06352 1.88200
C: -4.81863 -0.87426 1.54469
C: -3.90137 0.09780 0.73393
C: -3.01841 -0.56420 -0.25226
O: -3.49446 -0.14280 -1.48557
C: -4.45302 0.80073 -1.31781
O: -5.13808 1.27164 -2.27742
O: -4.76892 0.88105 -0.02194
H: -4.29560 -1.19346 2.44616
H: -5.09338 -1.81291 1.06350
H: -5.71968 -0.31587 1.79850
H: -3.36609 0.54262 1.57280
H: -3.16218 -1.63687 -0.12265
H: -1.95235 -0.38394 -0.11399
C: -0.45031 -4.38394 -2.75284
C: -1.37825 -3.12917 -2.77364
C: -0.82148 -1.70394 -2.77443
O: -1.62544 -0.98550 -3.65902
C: -2.23050 -1.81643 -4.48452
O: -2.80640 -1.58085 -5.56765
O: -2.13665 -3.05262 -4.01407
H: -0.06056 -4.59450 -3.74875
H: -0.90289 -5.30564 -2.38714
H: 0.45734 -4.19591 -2.17933
H: -2.10827 -3.27250 -1.97700
H: 0.18361 -1.51626 -3.15216
H: -0.71686 -1.44169 -1.72163
C: -2.11224 4.63882 -0.64718
C: -1.40208 4.16056 0.60169
C: -2.32776 4.01153 1.81613
O: -2.05381 2.70189 2.23219
C: -1.06536 2.10275 1.53372
O: -0.60055 1.03129 1.78536
O: -0.87579 2.82115 0.39766
H: -2.59238 3.75892 -1.07536
H: -1.51897 5.05825 -1.45969
H: -2.83487 5.36016 -0.26564
H: -0.69680 4.95433 0.84787
H: -3.30589 4.22048 1.38288
H: -2.09392 4.84067 2.48394
C: 0.28594 -5.23409 0.78663
O: -0.26214 -6.48072 1.15025
H: 0.01297 -4.37374 1.39770
H: 1.36884 -5.34897 0.73941
H: 0.01305 -4.99137 -0.24036
H: 0.39463 -7.05457 0.74904
O: 0.80156 -2.36955 3.47258
H: 1.34804 -3.13586 3.29834
H: 0.15942 -2.67357 4.11404
O: 0.84921 -1.58298 0.43985
H: 0.61582 -0.66755 0.59392
H: 1.13719 -1.90430 1.29427

largest force on an atom	5.738	eV/Å
frontier orbital gap	10.0399	eV
E_tot	-2177.2529	Eh
HOMO energy	-10.23	eV
structure (SMILES)	C[C@H]1COC(=O)O1.C[C@H]1COC(=O)O1.C[C@H]1COC(=O)O1.C[C@H]1COC(=O)O1.C[C@H]1COC(=O)O1.CO.O.O
net charge	0

=====

The following is a quantum chemistry calculation of a structure of composition C6H12N2, from the OMol25 dataset.

Element x y z (Å)
C: -0.67107 -0.40077 0.58919
C: -0.31388 -1.84472 0.89982
C: -1.63343 0.52364 1.21227
C: -0.22974 0.47702 -1.87581
N: 1.28154 0.44963 0.25630
C: 0.04293 -0.35761 -0.65703
N: 1.67511 1.79611 0.13039
C: 0.15183 -1.78283 -0.55740
H: 2.00902 -0.23499 0.49505
H: 2.30490 1.94017 -0.65613
H: 2.11141 2.13906 0.98072
H: 0.43343 -1.96191 1.70165
H: -1.16512 -2.49623 1.15513
H: 0.59513 -2.52649 -1.20697
H: -1.55587 0.50137 2.30140
H: -1.49658 1.54288 0.84966
H: -2.65007 0.19725 0.95675
H: 0.55771 0.32235 -2.61695
H: -1.17857 0.17636 -2.32432
H: -0.26869 1.53972 -1.63374

largest force on an atom	0.487	eV/Å
frontier orbital gap (spin up / spin down)	7.2306 / 6.8085	eV
E_tot	-345.1040	Eh
HOMO energy (spin up / spin down)	-6.59 / -6.33	eV
net charge	0

=====

The following is a quantum chemistry calculation of the molecule C4H7N3, from the OMol25 dataset.

Element x y z (Å)
H: 2.71814 -1.68901 -0.47665
N: 1.78991 -1.57021 -0.07956
C: 1.50518 -0.33137 0.00274
C: 2.37774 0.75348 -0.46358
N: 2.98549 1.62185 -0.92850
N: 0.30171 0.14049 0.43820
C: -0.96284 -0.52293 0.16681
C: -1.93847 0.50465 -0.40996
H: 0.24552 1.13652 0.57358
H: -0.75905 -1.33017 -0.54347
H: -1.36721 -0.98678 1.07217
H: -1.80415 0.62447 -1.48913
H: -1.77230 1.48604 0.05203
H: -2.97708 0.22990 -0.21512

largest force on an atom	1.167	eV/Å
frontier orbital gap	10.4636	eV
E_tot	-320.8593	Eh
HOMO energy	-9.70	eV
structure (SMILES)	[H]/N=C(\C#N)NCC
net charge	0

=====

The following is a quantum chemistry calculation of the molecule C4H10N2OS, from the OMol25 dataset.

Element x y z (Å)
N: 0.80123 1.52632 0.12007
C: -0.11721 0.42418 -0.19272
C: -0.56720 0.54362 -1.63807
S: -1.39075 2.10079 -2.20273
C: 0.59276 -0.93706 -0.00743
N: 0.61698 -1.28556 1.39303
C: -0.37747 -2.06647 1.91214
O: -1.32441 -2.41118 1.25286
H: 0.75374 1.79307 1.08246
H: 0.83264 2.34562 -0.47387
H: -0.94582 0.58384 0.50892
H: 0.30549 0.30868 -2.26043
H: -1.40352 -0.10935 -1.89539
H: -0.71798 2.97982 -1.44929
H: 1.58200 -0.74137 -0.43447
H: 0.12570 -1.70185 -0.61897
H: 1.41529 -1.02468 1.93701
H: -0.18147 -2.32843 2.96688

largest force on an atom	1.454	eV/Å
frontier orbital gap	9.9522	eV
E_tot	-741.3425	Eh
HOMO energy	-9.17	eV
structure (SMILES)	N[C@@H](CS)CNC=O
net charge	0

=====

The following is a quantum chemistry calculation of the molecule C22H34N4O, from the OMol25 dataset.

Element x y z (Å)
C: -7.08813 -2.79707 1.38734
C: -6.37945 -1.61616 0.72641
C: -7.03073 -0.30181 1.14961
C: -6.39629 -1.80102 -0.79522
C: -5.72698 -0.65975 -1.57331
C: -4.34898 -0.41549 -1.08826
N: -3.33458 -1.20206 -1.31067
O: -2.28202 -0.62490 -0.66856
C: -2.74490 0.49156 -0.10198
C: -1.84040 1.36437 0.69137
N: -0.68524 1.74359 -0.09951
C: -1.06925 2.59749 -1.20382
C: 0.38805 2.31703 0.69632
C: 1.75330 2.08823 0.04127
C: 2.02353 0.59759 -0.14937
C: 3.40509 0.38774 -0.75604
N: 4.42090 0.95707 0.11166
C: 5.75933 0.61614 -0.33498
C: 6.02722 -0.85660 -0.17839
C: 6.67039 -1.58167 -1.17103
C: 6.92395 -2.93244 -1.00248
C: 6.53011 -3.57310 0.15892
C: 5.88364 -2.85655 1.15297
C: 5.63734 -1.50666 0.98658
C: 4.23027 2.38693 0.24785
C: 2.87719 2.67619 0.89180
N: -4.01047 0.66961 -0.32831
H: -7.03831 -2.71531 2.47066
H: -6.62641 -3.73697 1.09319
H: -8.13556 -2.82182 1.09352
H: -5.33663 -1.60884 1.06330
H: -8.03141 -0.22057 0.72970
H: -6.43697 0.54615 0.81958
H: -7.11009 -0.25598 2.23361
H: -5.87989 -2.73142 -1.03959
H: -7.43087 -1.88709 -1.13483
H: -6.29429 0.26362 -1.46436
H: -5.68553 -0.93237 -2.62914
H: -1.49600 0.79142 1.55746
H: -2.43497 2.22493 1.04421
H: -1.48890 3.55802 -0.86440
H: -0.20093 2.79487 -1.82692
H: -1.81733 2.09122 -1.81179
H: 0.39558 1.82407 1.67132
H: 0.23149 3.39622 0.86706
H: 1.77087 2.57611 -0.93863
H: 1.25849 0.16014 -0.79002
H: 1.98759 0.09879 0.82011
H: 3.60726 -0.68062 -0.86144
H: 3.44243 0.84403 -1.76408
H: 6.46958 1.16795 0.29181
H: 5.93444 0.92025 -1.38411
H: 6.97575 -1.08720 -2.08288
H: 7.42650 -3.48601 -1.78245
H: 6.72463 -4.62766 0.28877
H: 5.57320 -3.35329 2.06088
H: 5.12934 -0.93927 1.75120
H: 5.02899 2.78279 0.88164
H: 4.28802 2.89972 -0.73193
H: 2.85640 2.22091 1.88333
H: 2.75063 3.75494 1.00501

largest force on an atom	1.256	eV/Å
frontier orbital gap	9.5416	eV
E_tot	-1152.9453	Eh
HOMO energy	-8.66	eV
structure (SMILES)	CC(C)CCc1noc(CN(C)CC2CCN(Cc3ccccc3)CC2)n1
net charge	0